Record 1
{"formula": "C22H28F3N3O2", "method": "ωB97M-V with the def2-TZVPD basis set", "e_homo_ev": -8.35, "smiles": "CCOC(=O)C1(Cc2ccccc2C(F)(F)F)CCN(CCCn2cccn2)CC1", "homo_lumo_gap_ev": 9.180, "largest_force_ev_per_a": 0.8, "elements": ["C", "C", "H", "H", "O", "C", "O", "C", "C", "H", "C", "N", "C", "C", "H", "H", "H", "H", "C", "C", "H", "H", "C", "N", "C", "C", "C", "N", "H", "H", "H", "H", "H", "H", "H", "H", "H", "H", "C", "C", "C", "C", "C", "C", "C", "C", "F", "F", "F", "H", "H", "H", "H", "H", "H", "H", "H", "H"], "xyz": [[-1.8174, -1.2978, -2.5551], [-0.4396, -1.0829, -1.9454], [0.0796, -0.2759, -2.4729], [0.1486, -2.0017, -1.9889], [-0.5085, -0.7534, -0.5595], [-0.7552, 0.5205, -0.2521], [-0.9329, 1.3784, -1.0815], [-0.8643, 0.7544, 1.2543], [-0.5020, 2.2205, 1.5170], [-0.4830, 2.3828, 2.5960], [0.8702, 2.5230, 0.8986], [1.6036, 1.2912, 0.6904], [1.5576, 0.4552, 1.8750], [0.1390, -0.1185, 2.0218], [0.0920, -1.1363, 1.6377], [-0.1405, -0.1391, 3.0765], [1.8245, 1.0374, 2.7749], [2.2832, -0.3530, 1.7720], [2.9258, 1.4930, 0.1219], [3.0240, 0.8270, -1.2545], [2.1901, 1.1690, -1.8678], [3.9577, 1.1228, -1.7380], [2.9597, -0.6996, -1.1444], [4.1033, -1.2332, -0.4570], [5.3293, -1.4642, -0.9647], [6.1151, -1.9176, 0.0698], [5.2609, -1.9193, 1.1789], [4.0548, -1.5017, 0.8431], [5.4730, -2.2056, 2.1899], [7.1451, -2.2071, 0.0341], [5.5504, -1.3033, -2.0009], [2.0735, -0.9781, -0.5734], [2.9113, -1.1460, -2.1420], [3.6958, 1.0774, 0.7803], [3.1313, 2.5632, 0.0101], [1.4239, 3.2237, 1.5509], [0.7373, 2.9954, -0.0777], [-1.2433, 2.8874, 1.0811], [-2.3086, 0.4193, 1.7284], [-3.3279, 0.4075, 0.6244], [-3.6915, 1.6041, 0.0130], [-4.6000, 1.6411, -1.0261], [-5.1891, 0.4708, -1.4737], [-4.8676, -0.7276, -0.8677], [-3.9409, -0.7634, 0.1699], [-3.6585, -2.0919, 0.8169], [-4.3063, -3.1081, 0.2239], [-4.0455, -2.1232, 2.1113], [-2.3619, -2.4449, 0.8132], [-5.3337, -1.6420, -1.2008], [-5.9010, 0.4888, -2.2841], [-4.8513, 2.5848, -1.4857], [-3.2469, 2.5227, 0.3596], [-2.6051, 1.1687, 2.4666], [-2.2849, -0.5437, 2.2332], [-2.3438, -2.0885, -2.0271], [-2.3987, -0.3809, -2.4956], [-1.7107, -1.5813, -3.5984]], "forces_ev_per_angstrom": [[0.28, 0.13, 0.29], [-0.11, 0.03, -0.55], [0.02, -0.15, 0.06], [0.00, 0.12, 0.02], [-0.02, -0.30, 0.20], [0.10, 0.25, 0.11], [-0.03, 0.06, -0.12], [0.00, -0.05, 0.07], [0.09, -0.10, -0.29], [-0.08, -0.04, 0.04], [-0.02, 0.29, -0.06], [0.15, -0.01, 0.14], [-0.02, -0.18, 0.21], [0.12, 0.13, -0.07], [-0.03, -0.03, 0.09], [-0.09, -0.02, 0.03], [0.06, -0.03, -0.01], [-0.07, 0.15, 0.08], [0.06, -0.03, -0.35], [0.07, -0.09, 0.31], [-0.04, 0.04, -0.07], [0.03, -0.02, -0.10], [-0.37, 0.55, -0.31], [0.49, -0.27, -0.12], [0.20, -0.09, 0.09], [0.03, 0.05, -0.13], [0.10, 0.03, -0.20], [-0.52, -0.09, 0.56], [0.00, -0.05, 0.21], [0.19, -0.05, -0.06], [0.01, 0.04, -0.21], [0.03, -0.10, -0.10], [-0.04, -0.05, 0.15], [-0.01, 0.10, 0.01], [0.00, -0.05, 0.07], [0.01, -0.07, -0.07], [0.01, 0.06, 0.09], [-0.03, 0.04, 0.07], [0.13, -0.06, -0.03], [-0.38, -0.10, 0.02], [-0.06, -0.08, 0.05], [-0.02, 0.00, -0.01], [-0.01, -0.02, 0.00], [0.05, -0.04, 0.07], [-0.06, 0.00, -0.07], [-0.03, -0.40, 0.26], [-0.19, 0.00, -0.25], [-0.07, 0.19, 0.11], [0.21, 0.18, -0.08], [-0.01, -0.05, 0.00], [-0.08, 0.01, -0.08], [-0.02, 0.10, -0.04], [0.07, 0.11, 0.03], [0.04, -0.04, 0.05], [-0.03, 0.10, 0.04], [-0.07, -0.09, 0.01], [-0.07, 0.05, -0.02], [0.00, -0.04, -0.14]], "nbo_charge": [-0.63, -0.07, 0.19, 0.19, -0.53, 0.87, -0.65, -0.15, -0.40, 0.21, -0.21, -0.47, -0.25, -0.39, 0.23, 0.21, 0.16, 0.25, -0.22, -0.40, 0.22, 0.20, -0.21, -0.17, -0.05, -0.34, -0.06, -0.28, 0.21, 0.23, 0.22, 0.24, 0.21, 0.20, 0.20, 0.17, 0.21, 0.22, -0.41, -0.01, -0.18, -0.18, -0.22, -0.19, -0.10, 0.97, -0.33, -0.33, -0.32, 0.23, 0.22, 0.22, 0.22, 0.23, 0.23, 0.21, 0.23, 0.21]}

Record 2
{"formula": "C5H15NO", "method": "ωB97M-V with the def2-TZVPD basis set", "e_homo_ev": -8.43, "smiles": "CCNC(C)C.O", "homo_lumo_gap_ev": 9.081, "largest_force_ev_per_a": 0.8, "elements": ["C", "C", "N", "C", "C", "C", "H", "H", "H", "H", "H", "H", "H", "H", "H", "H", "H", "H", "H", "H", "H", "O"], "xyz": [[0.5500, 0.2677, 2.9048], [0.6520, 0.7533, 1.4726], [0.2687, -0.2949, 0.5309], [0.4471, 1.0587, -1.5742], [0.8858, -0.1681, -0.7805], [0.7022, -1.4752, -1.5693], [0.7137, 1.1168, 3.5660], [1.3280, -0.4784, 3.1018], [-0.3998, -0.2492, 3.0696], [0.0109, 1.6350, 1.3449], [1.7043, 1.0276, 1.2797], [-0.7351, -0.2365, 0.3922], [0.8225, 1.0447, -2.6008], [-0.6397, 1.1342, -1.6345], [0.8081, 2.0037, -1.1527], [1.9748, -0.0809, -0.6344], [1.5864, -2.0983, -1.4598], [-0.1636, -2.0480, -1.2346], [0.5571, -1.3014, -2.6410], [-2.9755, -1.1109, -0.7573], [-3.3526, 0.3156, -1.3091], [-2.7703, -0.1614, -0.7168]], "forces_ev_per_angstrom": [[0.32, -0.39, -0.15], [0.12, -0.11, -0.11], [0.20, 0.06, 0.01], [-0.11, 0.53, -0.27], [0.55, -0.21, -0.46], [-0.23, 0.05, -0.34], [-0.28, -0.11, 0.32], [-0.06, 0.12, -0.04], [-0.04, 0.39, 0.19], [0.26, 0.19, 0.00], [-0.43, 0.09, -0.07], [-0.06, -0.16, 0.03], [0.06, -0.17, 0.04], [-0.07, -0.15, 0.05], [-0.02, -0.20, 0.21], [-0.27, 0.11, 0.21], [-0.05, -0.19, 0.07], [0.01, 0.08, 0.15], [0.11, 0.09, 0.11], [-0.11, 0.65, -0.20], [-0.21, -0.21, -0.15], [0.31, -0.48, 0.38]], "nbo_charge": [-0.60, -0.22, -0.64, -0.63, -0.05, -0.60, 0.20, 0.20, 0.21, 0.17, 0.18, 0.37, 0.21, 0.21, 0.21, 0.18, 0.21, 0.21, 0.20, 0.48, 0.48, -0.96]}

Ordered energy relative to the best compared isomer or geometry (same formula, charge and spin) results: 30.8 15.9; unit kcal/mol.